# 1
ORCA calculation (ωB97M-V/def2-TZVPD) on a structure of composition C46H53BrLaN10OP3 in a non-equilibrium geometry.

Geometry as XYZ:
```
115
C46H53BrLaN10OP3 | OMol25 | ωB97M-V/def2-TZVPD
La -0.364 0.382 0.753
C -3.894 4.089 4.100
N -3.299 3.491 2.910
C -3.641 3.784 1.623
C -2.847 3.008 0.829
N -2.023 2.243 1.612
C -2.317 2.557 2.868
P -1.608 1.853 4.384
C 0.168 1.933 3.966
N 0.770 1.566 2.839
C 2.113 1.717 3.059
C 2.322 2.194 4.319
N 1.088 2.329 4.885
C 0.835 2.805 6.241
C -1.901 0.089 4.021
N -1.732 -0.540 2.863
C -2.095 -1.840 3.082
C -2.488 -1.996 4.379
N -2.366 -0.770 4.965
C -2.672 -0.466 6.358
H -4.599 4.854 3.788
H -3.129 4.552 4.720
H -4.427 3.341 4.683
H -4.402 4.504 1.380
H -2.806 2.952 -0.243
H 2.850 1.465 2.317
H 3.229 2.446 4.839
H 1.721 3.318 6.603
H 0.614 1.974 6.910
H 0.000 3.500 6.248
H -2.054 -2.587 2.309
H -2.849 -2.859 4.910
H -3.178 -1.321 6.797
H -3.326 0.400 6.425
H -1.761 -0.273 6.923
Br -1.674 0.653 -7.297
C -1.506 0.986 -5.442
C -2.120 2.174 -4.916
C -2.125 2.439 -3.588
C -1.489 1.547 -2.674
O -1.457 1.740 -1.441
C -0.711 0.380 -3.196
C 0.406 -1.486 -1.908
N 0.763 -1.586 -0.644
C 1.792 -2.384 -0.119
C 2.727 -3.138 -0.805
C 3.673 -3.948 -0.149
C 3.714 -4.018 1.209
C 2.840 -3.205 1.962
C 2.887 -3.191 3.371
C 2.076 -2.340 4.066
C 1.236 -1.490 3.342
N 1.136 -1.480 2.027
C 1.908 -2.357 1.312
C -0.883 0.108 -4.644
H -2.618 2.846 -5.604
H -2.640 3.308 -3.199
H 1.054 -3.181 -2.814
H 2.773 -3.108 -1.880
H 4.362 -4.528 -0.748
H 4.418 -4.659 1.723
H 3.575 -3.854 3.880
H 2.088 -2.301 5.146
H 0.619 -0.778 3.878
H -0.496 -0.815 -5.048
C -3.602 -0.281 -1.968
P -2.149 -0.912 -1.031
C -0.797 -0.798 -2.230
N 1.090 -2.181 -2.941
C 1.641 -1.783 -4.159
C 1.939 -2.766 -5.105
C 2.528 -2.443 -6.312
C 2.853 -1.123 -6.601
C 2.591 -0.142 -5.665
C 1.966 -0.453 -4.459
N 1.813 0.538 -3.491
C 0.802 0.922 -2.874
P 1.101 1.980 -1.353
C 0.758 3.662 -2.014
C 2.974 2.066 -1.177
C 3.778 2.482 -2.406
C 3.185 3.128 -0.080
C 3.449 0.698 -0.672
C -2.596 -2.758 -1.007
C -2.910 -3.275 -2.413
C -1.453 -3.593 -0.410
C -3.824 -2.916 -0.098
H -3.479 -0.482 -3.033
H -3.756 0.783 -1.810
H -4.492 -0.794 -1.617
H 1.688 -3.797 -4.880
H 2.737 -3.223 -7.031
H 3.323 -0.864 -7.539
H 2.859 0.890 -5.852
H 1.149 3.742 -3.028
H 1.260 4.389 -1.380
H -0.305 3.884 -2.015
H 3.471 3.460 -2.780
H 3.697 1.754 -3.209
H 4.831 2.558 -2.122
H 3.209 4.134 -0.499
H 4.148 2.964 0.409
H 2.405 3.107 0.685
H 3.373 -0.060 -1.452
H 2.865 0.354 0.191
H 4.494 0.758 -0.359
H -2.152 -2.951 -3.129
H -3.885 -2.935 -2.762
H -2.925 -4.368 -2.407
H -0.669 -3.785 -1.143
H -1.843 -4.564 -0.096
H -0.984 -3.117 0.453
H -4.726 -2.485 -0.529
H -3.666 -2.456 0.881
H -4.025 -3.978 0.058
```

Total charge = +2
Relative energy (zero: lowest compared OMol25 entry of this formula, charge and spin) = 330.9 kJ/mol
HOMO = -11.0 eV
Calculated total energy = -164270.5233 eV

# 2
ORCA calculation (ωB97M-V/def2-TZVPD) on a structure of composition C46H54IrN3O5P2SSi2.

Geometry as XYZ:
```
114
C46H54IrN3O5P2SSi2 | OMol25 | ωB97M-V/def2-TZVPD
Ir -0.168 -1.324 -0.959
C 3.002 -2.531 -3.433
Si 3.301 -1.743 -1.765
C 4.778 -0.605 -1.955
C 3.583 -3.010 -0.429
N 1.892 -0.818 -1.325
P 1.512 0.735 -1.409
C -0.205 0.594 -1.208
P -1.915 0.723 -1.461
N -2.304 -0.812 -1.175
Si -3.902 -1.540 -1.295
C -4.203 -2.731 0.103
C -5.161 -0.153 -1.172
C -4.205 -2.370 -2.941
C -2.598 1.927 -0.300
C -3.672 2.768 -0.577
C -4.161 3.617 0.406
C -3.592 3.618 1.672
C -2.527 2.772 1.958
C -2.031 1.934 0.974
C -2.177 1.319 -3.136
C -2.243 0.366 -4.150
C -2.283 0.769 -5.477
C -2.237 2.120 -5.792
C -2.139 3.071 -4.784
C -2.105 2.675 -3.457
C 2.147 1.752 -0.056
C 1.531 2.970 0.230
C 1.985 3.748 1.284
C 3.062 3.313 2.053
C 3.663 2.090 1.784
C 3.199 1.305 0.735
C 1.936 1.560 -2.946
C 1.410 0.998 -4.111
C 1.671 1.585 -5.336
C 2.461 2.728 -5.403
C 2.989 3.284 -4.247
C 2.726 2.702 -3.014
H 3.661 -3.383 -3.620
H 3.178 -1.797 -4.225
H 1.963 -2.852 -3.525
H 5.632 -1.202 -2.287
H 5.081 -0.089 -1.043
H 4.593 0.147 -2.726
H 4.462 -3.625 -0.635
H 2.711 -3.662 -0.347
H 3.724 -2.526 0.540
H -4.019 -2.255 1.068
H -3.584 -3.625 0.013
H -5.249 -3.046 0.079
H -5.194 0.314 -0.187
H -6.149 -0.574 -1.377
H -4.991 0.627 -1.920
H -3.425 -3.084 -3.193
H -4.296 -1.636 -3.744
H -5.154 -2.911 -2.896
H -4.133 2.762 -1.556
H -4.994 4.271 0.185
H -3.981 4.276 2.437
H -2.089 2.765 2.948
H -1.199 1.271 1.187
H -2.244 -0.686 -3.895
H -2.347 0.028 -6.263
H -2.270 2.435 -6.827
H -2.090 4.123 -5.034
H -2.018 3.419 -2.675
H 0.691 3.307 -0.368
H 1.509 4.695 1.500
H 3.435 3.935 2.859
H 4.496 1.749 2.386
H 3.641 0.337 0.541
H 0.799 0.103 -4.054
H 1.260 1.154 -6.240
H 2.667 3.184 -6.362
H 3.608 4.169 -4.304
H 3.141 3.136 -2.113
C 0.313 -5.092 -2.828
S -0.546 -3.843 -1.941
O -1.892 -4.295 -1.752
O 0.194 -3.559 -0.685
O -0.423 -2.566 -2.747
H 0.276 -5.989 -2.213
H 1.340 -4.784 -3.004
H -0.216 -5.256 -3.764
C 2.844 -2.386 5.317
O 2.359 -1.100 4.944
C 1.880 -0.300 5.918
C 1.919 -0.584 7.278
C 1.405 0.328 8.192
C 0.852 1.527 7.774
C 0.797 1.809 6.417
C 1.293 0.901 5.501
N 1.249 1.200 4.102
C 0.682 0.500 3.148
C -0.216 -0.578 3.229
C -0.941 -0.956 4.391
C -1.878 -1.943 4.330
C -2.115 -2.600 3.103
C -1.438 -2.273 1.961
C -0.458 -1.257 1.990
O 0.274 -0.926 0.967
H 3.126 -2.875 4.390
H 2.063 -2.965 5.813
H 3.717 -2.302 5.967
H 2.354 -1.507 7.630
H 1.447 0.093 9.247
H 0.460 2.233 8.492
H 0.353 2.730 6.059
H 1.821 1.974 3.787
H 0.947 0.827 2.146
H -0.775 -0.433 5.322
H -2.443 -2.218 5.209
H -2.857 -3.389 3.061
H -1.617 -2.798 1.035
```

Total charge = +1
Relative energy (zero: lowest compared OMol25 entry of this formula, charge and spin) = 0.0 kJ/mol
<S²> = 0.7548
2S+1 = 2
HOMO (alpha / beta) = -9.9 / -10.2 eV
Calculated total energy = -111291.6296 eV

# 3
ORCA calculation (ωB97M-V/def2-TZVPD) on a structure of composition C46H56CdCl5NO3P2S2Si in a non-equilibrium geometry.

Geometry as XYZ:
```
117
C46H56CdCl5NO3P2S2Si | OMol25 | ωB97M-V/def2-TZVPD
Cd 1.070 1.193 -0.349
Cl 3.910 1.688 -0.525
C 3.811 -0.027 -0.412
C 2.528 -0.570 -0.383
C 2.471 -1.961 -0.376
Cl 0.945 -2.756 -0.457
C 3.612 -2.767 -0.337
Cl 3.477 -4.481 -0.301
C 4.870 -2.176 -0.309
Cl 6.281 -3.145 -0.180
C 4.975 -0.788 -0.371
Cl 6.530 -0.054 -0.370
C -5.599 -0.283 4.529
S -6.260 -1.330 3.198
C -6.316 -0.135 1.812
C -5.149 -0.291 0.848
C -3.808 -0.070 1.548
N -2.665 -0.062 0.648
P -1.703 1.340 0.454
C -3.037 2.538 0.072
C -3.685 3.354 0.991
C -4.782 4.100 0.597
C -5.229 4.046 -0.713
C -4.567 3.256 -1.640
C -3.469 2.513 -1.250
C -1.222 1.852 2.145
C -0.791 3.170 2.298
C -0.360 3.621 3.530
C -0.315 2.753 4.609
C -0.715 1.435 4.460
C -1.169 0.985 3.231
P -1.700 -1.415 0.154
C -1.704 -2.409 1.704
C -2.782 -3.174 2.143
C -2.725 -3.811 3.370
C -1.599 -3.693 4.166
C -0.517 -2.944 3.731
C -0.575 -2.296 2.510
C -2.864 -2.422 -0.840
C -3.765 -1.802 -1.700
C -4.594 -2.559 -2.508
C -4.501 -3.942 -2.492
C -3.553 -4.564 -1.696
C -2.728 -3.808 -0.883
H -5.527 -0.910 5.412
H -6.285 0.539 4.719
H -4.615 0.091 4.264
H -6.340 0.861 2.252
H -7.257 -0.324 1.298
H -5.264 0.434 0.039
H -5.172 -1.294 0.423
H -3.682 -0.859 2.298
H -3.837 0.898 2.063
H -3.338 3.407 2.014
H -5.287 4.730 1.316
H -6.094 4.621 -1.011
H -4.901 3.229 -2.667
H -2.928 1.902 -1.961
H -0.807 3.838 1.450
H -0.065 4.655 3.649
H 0.026 3.113 5.570
H -0.678 0.758 5.301
H -1.488 -0.043 3.122
H -3.655 -3.294 1.517
H -3.570 -4.395 3.700
H -1.564 -4.192 5.123
H 0.369 -2.865 4.344
H 0.264 -1.700 2.168
H -3.815 -0.723 -1.717
H -5.310 -2.072 -3.156
H -5.163 -4.535 -3.106
H -3.458 -5.641 -1.708
H -1.982 -4.292 -0.268
C 3.158 4.782 -3.055
C 2.332 6.022 -2.716
C 1.100 6.103 -3.623
C 3.161 7.304 -2.843
O 1.926 5.966 -1.356
Si 1.242 4.856 -0.392
S 0.383 3.258 -1.494
O 0.210 5.656 0.572
C -0.586 6.824 0.503
C 0.194 8.015 -0.055
C -1.807 6.555 -0.380
C -1.013 7.142 1.947
O 2.254 4.093 0.646
C 3.210 4.676 1.540
C 2.938 6.155 1.813
C 3.131 3.893 2.856
C 4.611 4.555 0.928
H 3.522 4.832 -4.077
H 2.532 3.899 -2.937
H 4.002 4.696 -2.373
H 1.403 6.138 -4.668
H 0.522 6.996 -3.394
H 0.474 5.230 -3.460
H 3.542 7.414 -3.855
H 3.995 7.278 -2.146
H 2.537 8.162 -2.599
H 0.414 7.862 -1.104
H 1.131 8.142 0.480
H -0.401 8.917 0.053
H -1.484 6.209 -1.361
H -2.386 7.468 -0.494
H -2.432 5.785 0.067
H -0.146 7.173 2.604
H -1.700 6.388 2.324
H -1.498 8.111 1.986
H 1.920 6.282 2.161
H 3.072 6.732 0.902
H 3.621 6.526 2.575
H 2.212 4.135 3.385
H 3.979 4.149 3.486
H 3.135 2.820 2.661
H 4.585 4.882 -0.110
H 4.965 3.530 0.962
H 5.306 5.182 1.481
```

Total charge = 0
Relative energy (zero: lowest compared OMol25 entry of this formula, charge and spin) = 114.5 kJ/mol
HOMO = -8.0 eV
Calculated total energy = -171552.6552 eV

# 4
ORCA calculation (ωB97M-V/def2-TZVPD) on a structure of composition C46H56MoN6O6S in a non-equilibrium geometry.

Geometry as XYZ:
```
116
C46H56MoN6O6S | OMol25 | ωB97M-V/def2-TZVPD
Mo -0.887 0.271 -0.044
N -1.724 -0.745 3.937
C -1.841 -0.231 2.709
O -0.829 -0.195 1.974
C -3.141 0.203 2.102
C -2.886 0.728 0.667
H -0.788 -0.923 4.275
H -2.431 -0.544 4.625
H -3.605 0.950 2.754
H -3.801 -0.669 2.110
H -3.035 1.808 0.633
H -3.607 0.287 -0.022
C 8.239 0.392 4.894
C 7.247 0.389 3.758
C 7.559 0.973 2.534
C 6.634 1.010 1.500
C 5.373 0.457 1.684
C 5.046 -0.141 2.897
C 5.985 -0.177 3.917
S 4.139 0.696 0.434
O 3.512 1.969 0.736
O 4.865 0.616 -0.822
N 3.096 -0.431 0.667
C 3.411 -1.740 0.365
C 4.615 -2.240 -0.105
C 4.833 -3.615 -0.324
C 3.870 -4.547 -0.054
C 2.632 -4.087 0.460
C 1.615 -4.993 0.846
C 0.464 -4.526 1.411
C 0.316 -3.123 1.525
N 1.199 -2.254 1.125
C 2.388 -2.709 0.641
H 9.253 0.575 4.536
H 8.234 -0.559 5.427
H 8.000 1.174 5.618
H 8.541 1.408 2.389
H 6.883 1.456 0.545
H 4.062 -0.573 3.022
H 5.733 -0.653 4.859
H 5.421 -1.549 -0.328
H 5.799 -3.928 -0.702
H 4.034 -5.608 -0.200
H 1.785 -6.055 0.708
H -0.317 -5.196 1.755
H -0.599 -2.720 1.967
C -7.414 2.944 -1.204
C -6.084 2.405 -1.668
C -4.953 3.215 -1.683
C -3.716 2.739 -2.105
C -2.496 3.629 -2.069
C -3.630 1.415 -2.528
C -4.745 0.586 -2.547
C -4.643 -0.828 -3.058
C -5.963 1.093 -2.111
C -2.299 0.852 -2.908
O -1.940 0.651 -4.037
O -1.497 0.651 -1.857
H -7.315 3.479 -0.258
H -8.138 2.141 -1.066
H -7.831 3.645 -1.929
H -5.031 4.245 -1.348
H -2.765 4.662 -2.289
H -1.734 3.315 -2.783
H -2.028 3.606 -1.080
H -3.755 -1.326 -2.662
H -4.549 -0.846 -4.146
H -5.527 -1.402 -2.783
H -6.839 0.451 -2.122
N -1.747 -1.730 -0.367
C -2.217 -2.778 -0.508
N -2.722 -3.973 -0.636
C -3.286 -4.440 -1.916
C -4.778 -4.604 -1.747
O -5.083 -5.445 -0.642
C -4.592 -4.910 0.575
C -3.085 -4.779 0.538
H -2.819 -5.396 -2.157
H -3.048 -3.726 -2.700
H -5.201 -5.077 -2.631
H -5.250 -3.625 -1.607
H -4.892 -5.593 1.368
H -5.049 -3.929 0.758
H -2.621 -5.759 0.424
H -2.693 -4.308 1.441
C 2.478 -0.354 -3.414
C 1.979 0.938 -2.830
C 2.135 2.157 -3.472
C 1.659 3.332 -2.898
C 1.834 4.656 -3.598
C 1.035 3.285 -1.657
C 0.913 2.084 -0.968
C 1.364 0.936 -1.592
N 0.192 1.885 0.267
C 0.441 2.745 1.472
C 1.257 1.941 2.497
C -0.907 3.150 2.063
C 1.237 4.013 1.184
H 3.027 -0.181 -4.340
H 1.644 -1.026 -3.631
H 3.150 -0.850 -2.712
H 2.635 2.191 -4.434
H 1.963 4.521 -4.671
H 2.716 5.180 -3.221
H 0.973 5.306 -3.436
H 0.630 4.198 -1.247
H 1.336 -0.021 -1.057
H 0.905 0.916 2.599
H 1.197 2.448 3.463
H 2.302 1.885 2.184
H -1.459 2.300 2.466
H -1.535 3.632 1.309
H -0.746 3.856 2.879
H 2.159 3.801 0.640
H 1.510 4.436 2.152
H 0.656 4.764 0.648
```

Total charge = 0
Relative energy (zero: lowest compared OMol25 entry of this formula, charge and spin) = 224.0 kJ/mol
<S²> = 2.0887
2S+1 = 3
HOMO (alpha / beta) = -6.6 / -6.6 eV
Calculated total energy = -82527.3449 eV